# C19H23FIN5O2PtSSi

A molecular structure, C19H23FIN5O2PtSSi (ωB97M-V/def2-TZVPD, the OMol25 dataset).

Structure (XYZ):
```
54
Properties=species:S:1:pos:R:3:forces:R:3
Pt 0.328 0.018 -0.036 -0.1 0.1 -0.2
C -0.218 -2.860 5.001 0.0 0.0 0.0
C -1.112 -2.318 3.952 0.2 0.0 -0.1
N -2.391 -2.181 4.042 -0.2 0.1 -0.1
N -2.745 -1.617 2.846 -0.1 0.0 0.1
C -1.718 -1.407 2.020 -0.1 0.0 0.2
S -1.841 -0.647 0.509 0.1 -0.1 0.0
N -0.662 -1.893 2.715 0.1 -0.2 0.0
N 0.641 -1.871 2.261 0.1 -0.2 -0.1
H -0.813 -3.092 5.880 0.0 0.0 0.0
H 0.545 -2.126 5.266 0.0 0.0 0.0
H 0.283 -3.769 4.663 0.0 0.0 0.0
H -3.697 -1.345 2.674 0.0 0.0 0.0
H 1.094 -2.754 2.443 0.0 -0.1 0.1
H 1.121 -1.063 2.645 -0.1 0.0 0.0
C 1.860 3.425 -0.698 0.0 0.1 -0.1
Si 2.950 1.977 -0.226 0.0 0.0 0.0
C 4.651 2.367 -0.931 0.0 -0.1 -0.1
C 3.259 1.870 1.618 0.1 0.0 0.0
N 2.206 0.488 -0.758 -0.1 0.0 -0.1
C 2.596 -0.407 -1.727 0.1 0.0 0.2
C 3.748 -0.339 -2.544 -0.1 0.0 0.0
C 4.061 -1.325 -3.466 0.0 0.1 0.0
C 3.260 -2.445 -3.647 0.0 0.0 0.0
C 2.117 -2.560 -2.870 0.0 0.0 0.0
C 1.849 -1.561 -1.974 0.1 0.0 0.0
F 0.682 -1.711 -1.195 0.0 0.0 0.0
H 2.066 4.300 -0.071 0.0 -0.1 -0.1
H 0.802 3.174 -0.608 0.1 0.0 0.0
H 2.055 3.708 -1.738 0.0 0.0 0.1
H 4.994 3.282 -0.434 0.0 -0.1 0.0
H 4.645 2.568 -2.005 0.0 0.0 0.0
H 5.388 1.586 -0.725 0.0 0.1 0.0
H 3.692 2.806 1.987 0.0 -0.1 0.0
H 3.985 1.072 1.807 0.0 0.0 0.0
H 2.375 1.656 2.213 0.0 0.0 0.0
H 4.404 0.508 -2.448 0.0 0.0 0.0
H 4.958 -1.210 -4.061 0.0 0.0 0.0
H 3.511 -3.205 -4.374 0.0 0.0 0.0
H 1.439 -3.400 -2.956 0.0 0.0 0.0
I -0.917 7.231 5.166 0.0 0.0 0.0
C -0.659 5.400 4.197 0.0 0.0 0.0
C -0.832 4.220 4.909 0.0 0.0 0.0
C -0.642 3.008 4.264 0.0 0.0 0.0
C -0.298 2.971 2.918 0.0 0.0 0.0
C -0.140 4.160 2.216 -0.1 0.0 -0.1
C -0.314 5.379 2.854 0.0 0.0 0.0
C -0.066 1.639 2.269 -0.2 0.0 -0.1
O 0.085 0.630 2.956 0.1 0.4 0.0
O -0.051 1.688 0.972 0.4 0.0 0.2
H -1.107 4.247 5.955 0.0 0.0 0.0
H -0.752 2.075 4.801 0.0 0.0 0.0
H 0.119 4.127 1.166 0.0 0.0 0.1
H -0.181 6.304 2.309 0.0 0.0 0.0
```
Forces are in eV/Å.

## Properties
Charge = 0
HOMO level = -0.267 Ha
Energy above the lowest of the compared OMol25 structures with the same formula, charge and spin = 0.0 kcal/mol
LUMO = 0.31 eV
Energy = -2366.6875 hartree

# C19H23FN2O3S2

A single C19H23FN2O3S2 molecule (ωB97M-V/def2-TZVPD, the OMol25 dataset).

Structure (XYZ):
```
50
Properties=species:S:1:pos:R:3:forces:R:3
O -3.257 -2.107 -1.412 0.0 -0.1 -0.5
C -3.050 -1.723 -0.281 0.3 0.0 0.6
N -4.035 -1.604 0.641 -0.3 -0.1 0.3
H -3.830 -1.197 1.539 0.1 0.0 -0.1
C -5.433 -1.797 0.308 0.0 0.0 -0.2
C -6.150 -0.476 0.193 -0.1 -0.1 0.1
C -5.742 0.435 -0.776 -0.1 0.0 0.1
C -6.354 1.669 -0.887 -0.1 0.1 0.0
C -7.383 1.979 -0.016 0.0 -0.2 0.1
C -7.812 1.093 0.954 -0.1 0.3 -0.1
C -7.183 -0.136 1.054 0.1 0.0 -0.2
H -7.508 -0.839 1.809 0.0 -0.1 0.1
H -8.619 1.368 1.615 -0.1 0.1 0.1
F -7.986 3.183 -0.115 0.0 -0.1 0.0
H -6.049 2.385 -1.634 0.0 0.1 -0.1
H -4.941 0.167 -1.448 0.1 0.0 -0.1
H -5.442 -2.318 -0.654 -0.1 0.0 0.2
H -5.904 -2.428 1.066 0.0 0.0 -0.1
C -1.672 -1.311 0.220 -0.1 -0.1 -0.6
C -1.411 0.122 -0.264 0.1 0.1 0.3
C -0.015 0.585 0.138 0.0 -0.1 -0.4
C 1.047 -0.357 -0.429 0.3 0.0 0.5
C 0.792 -1.780 0.065 -0.1 0.0 -0.4
C -0.601 -2.251 -0.334 0.0 0.0 0.3
H -0.696 -2.279 -1.421 0.0 0.0 0.0
H -0.775 -3.261 0.040 0.0 -0.1 -0.1
H 0.892 -1.802 1.152 0.1 0.0 0.1
H 1.548 -2.447 -0.348 0.0 -0.1 0.1
C 2.450 0.111 -0.027 -0.5 0.3 0.1
N 3.470 -0.752 -0.571 0.7 -0.4 0.4
S 4.859 -0.947 0.300 -0.1 0.2 -0.3
O 5.697 -1.833 -0.444 0.0 0.2 -0.3
O 4.497 -1.258 1.647 -0.1 0.2 0.0
C 5.605 0.665 0.315 -0.1 -0.5 -0.2
C 5.713 1.522 1.364 -0.2 -0.3 0.0
C 6.343 2.734 1.004 0.1 0.1 -0.2
C 6.691 2.765 -0.310 -0.2 -0.3 -0.2
S 6.265 1.314 -1.132 0.1 0.3 0.3
H 7.178 3.554 -0.847 0.1 0.2 -0.1
H 6.528 3.539 1.692 0.1 0.2 0.1
H 5.359 1.276 2.348 -0.1 -0.1 0.2
H 3.619 -0.700 -1.565 0.2 -0.1 -0.2
H 2.600 1.157 -0.331 0.0 -0.1 0.1
H 2.568 0.043 1.057 -0.2 0.2 0.0
H 0.980 -0.346 -1.522 0.0 0.0 -0.1
H 0.152 1.601 -0.226 0.0 0.1 0.1
H 0.066 0.603 1.228 0.0 0.0 0.1
H -1.506 0.142 -1.351 -0.1 0.0 -0.1
H -2.163 0.798 0.152 0.0 0.0 -0.1
H -1.648 -1.333 1.314 0.0 0.0 0.0
```
Forces are in eV/Å.

## Properties
Charge = 0
HOMO level = -0.336 Ha
Energy above the lowest of the compared OMol25 structures with the same formula, charge and spin = 0.0 kcal/mol
SMILES = O=C(NCc1ccc(F)cc1)[C@H]1CC[C@H](CNS(=O)(=O)c2cccs2)CC1
LUMO = 0.44 eV
Energy = -1969.3069 hartree